# 1
Molecular formula: CBr3NO
Method: DFT, ωB97M-V/def2-TZVPD

Last column: Mulliken charge in e.
CARTESIAN COORDINATES (ANGSTROEM)
O  -1.24  -1.59  0.59  -0.570
N  -1.14  -0.49  0.23  0.482
C  -0.85  0.61  -0.08  0.069
Br  -1.10  1.91  -1.27  0.039
Br  1.88  -0.76  1.21  -0.013
Br  2.44  0.32  -0.68  -0.007

F_max: 4.13 eV/Å
E_LUMO: -1.3 eV
SMILES: [O-][N+]#CBr.BrBr
Relative energy (zero: lowest compared OMol25 entry of this formula, charge and spin): 0.238 eV
Total energy: -214698.062 eV
HOMO-LUMO gap: 8.40 eV

# 2
Molecular formula: CBr3NO
Method: DFT, ωB97M-V/def2-TZVPD

Last column: Mulliken charge in e.
CARTESIAN COORDINATES (ANGSTROEM)
C  0.05  -0.37  0.14  0.191
N  -0.92  0.17  -0.61  0.056
O  -0.76  1.02  -1.44  -0.225
Br  2.09  0.55  -0.41  -0.128
Br  0.03  -2.13  0.58  0.105
Br  -0.49  0.76  1.74  0.001

F_max: 5.27 eV/Å
E_LUMO (alpha / beta): -1.9 / -1.9 eV
Relative energy (zero: lowest compared OMol25 entry of this formula, charge and spin): 0.691 eV
Total energy: -214697.610 eV
HOMO-LUMO gap (alpha / beta): 8.28 / 8.28 eV

# 3
Molecular formula: CBrClNO5S
Method: DFT, ωB97M-V/def2-TZVPD

Last column: Mulliken charge in e.
CARTESIAN COORDINATES (ANGSTROEM)
C  -0.67  -0.55  -0.36  -0.123
N  0.57  -0.84  -0.89  0.899
O  0.06  1.92  0.31  -0.547
O  1.06  -0.13  -1.74  -0.512
O  1.17  -1.76  -0.33  -0.526
O  -1.96  0.98  1.32  -0.581
O  0.23  0.14  1.98  -0.585
S  -0.57  0.83  1.00  1.135
Cl  -1.77  0.81  -1.74  -0.202
Br  -1.66  -1.91  0.29  0.042

F_max: 5.39 eV/Å
E_LUMO: 2.0 eV
Charge: -1
Relative energy (zero: lowest compared OMol25 entry of this formula, charge and spin): 0.971 eV
Total energy: -106162.257 eV
HOMO-LUMO gap: 8.13 eV

# 4
Molecular formula: CBrClOS
Method: DFT, ωB97M-V/def2-TZVPD

Last column: Mulliken charge in e.
CARTESIAN COORDINATES (ANGSTROEM)
C  -1.73  -0.14  -0.69  0.374
O  -2.88  -0.02  -1.04  -0.329
S  2.03  -0.55  0.13  -0.039
Cl  -0.77  0.97  -0.09  -0.040
Br  3.35  -0.26  1.69  0.034

F_max: 5.85 eV/Å
E_LUMO (alpha / beta): -1.1 / -2.5 eV
Relative energy (zero: lowest compared OMol25 entry of this formula, charge and spin): 3.127 eV
Total energy: -96481.271 eV
HOMO-LUMO gap (alpha / beta): 8.26 / 6.60 eV

# 5
Molecular formula: CCl2FO2S
Method: DFT, ωB97M-V/def2-TZVPD

Last column: Mulliken charge in e.
CARTESIAN COORDINATES (ANGSTROEM)
C  0.11  0.55  -0.25  0.323
O  2.68  0.13  -0.08  -0.522
O  1.21  -1.92  -0.13  -0.520
F  0.49  1.82  0.07  -0.155
S  1.41  -0.49  0.31  0.721
Cl  -1.52  0.17  0.16  0.026
Cl  -4.38  -0.25  -0.08  -0.874

F_max: 4.13 eV/Å
E_LUMO (alpha / beta): 0.5 / 0.9 eV
Charge: -1
Relative energy (zero: lowest compared OMol25 entry of this formula, charge and spin): 2.174 eV
Total energy: -43728.522 eV
HOMO-LUMO gap (alpha / beta): 4.96 / 5.29 eV

# 6
Molecular formula: CCl2FO2S
Method: DFT, ωB97M-V/def2-TZVPD

Last column: Mulliken charge in e.
CARTESIAN COORDINATES (ANGSTROEM)
C  1.21  0.16  -0.72  -0.282
O  -1.90  -0.71  1.76  -0.443
O  -1.97  -0.30  -0.65  -0.435
F  0.64  -0.39  0.47  -0.143
S  -1.41  -1.06  0.47  0.752
Cl  0.50  1.83  -0.86  -0.234
Cl  2.93  0.45  -0.46  -0.216

F_max: 3.29 eV/Å
E_LUMO: 3.4 eV
Charge: -1
Relative energy (zero: lowest compared OMol25 entry of this formula, charge and spin): 1.652 eV
Total energy: -43729.044 eV
HOMO-LUMO gap: 6.56 eV

# 7
Molecular formula: CCl2N2O2
Method: DFT, ωB97M-V/def2-TZVPD

Last column: Mulliken charge in e.
CARTESIAN COORDINATES (ANGSTROEM)
N  0.43  -2.02  -0.11  -0.319
N  1.05  -1.33  0.50  0.815
O  1.47  -0.49  1.16  -0.489
O  -0.22  1.68  -0.26  -0.324
C  -1.22  1.09  -0.10  0.514
Cl  -2.23  0.55  -1.43  -0.120
Cl  -1.87  0.67  1.39  -0.076

F_max: 3.51 eV/Å
E_LUMO: 0.4 eV
SMILES: N#[N+][O-].O=C(Cl)Cl
Relative energy (zero: lowest compared OMol25 entry of this formula, charge and spin): 0.142 eV
Total energy: -33154.990 eV
HOMO-LUMO gap: 11.99 eV

# 8
Molecular formula: CCl2O2S
Method: DFT, ωB97M-V/def2-TZVPD

Last column: Mulliken charge in e.
CARTESIAN COORDINATES (ANGSTROEM)
O  0.79  0.22  -1.38  -0.303
C  1.32  0.22  -0.34  0.534
Cl  0.55  0.14  1.22  -0.104
Cl  3.05  0.08  -0.12  -0.122
O  -2.71  -0.85  -0.21  -0.273
S  -3.01  0.18  0.82  0.268

F_max: 1.59 eV/Å
E_LUMO (alpha / beta): -1.6 / -1.6 eV
SMILES: O=C(Cl)Cl.O=S
Relative energy (zero: lowest compared OMol25 entry of this formula, charge and spin): 0.761 eV
Total energy: -41010.013 eV
HOMO-LUMO gap (alpha / beta): 7.79 / 7.75 eV

# 9
Molecular formula: CCl4FOP
Method: DFT, ωB97M-V/def2-TZVPD

Last column: Mulliken charge in e.
CARTESIAN COORDINATES (ANGSTROEM)
C  0.86  -0.32  0.25  0.367
O  -1.37  2.35  0.51  -0.453
F  1.41  -1.45  -0.17  -0.166
P  -0.84  0.19  -0.34  0.688
Cl  0.61  -0.43  1.92  -0.072
Cl  2.09  0.93  -0.14  -0.112
Cl  -1.80  -1.48  0.20  -0.150
Cl  -0.97  0.20  -2.23  -0.102

F_max: 5.08 eV/Å
E_LUMO (alpha / beta): -1.8 / -1.8 eV
Relative energy (zero: lowest compared OMol25 entry of this formula, charge and spin): 6.209 eV
Total energy: -65176.147 eV
HOMO-LUMO gap (alpha / beta): 8.42 / 8.43 eV

# 10
Molecular formula: CCl4N2Si
Method: DFT, ωB97M-V/def2-TZVPD

Last column: Mulliken charge in e.
CARTESIAN COORDINATES (ANGSTROEM)
N  -1.66  0.18  1.70  -0.375
C  -0.89  -0.19  0.94  0.320
N  0.12  -0.78  0.29  -0.118
Cl  -0.51  -1.71  -1.12  -0.060
Si  1.73  0.09  0.02  0.744
Cl  1.55  1.51  -1.42  -0.174
Cl  2.96  -1.41  -0.49  -0.164
Cl  2.08  0.70  1.94  -0.174

F_max: 2.01 eV/Å
E_LUMO: -0.6 eV
SMILES: N#CN(Cl)[Si](Cl)(Cl)Cl
Relative energy (zero: lowest compared OMol25 entry of this formula, charge and spin): 0.000 eV
Total energy: -61987.668 eV
HOMO-LUMO gap: 9.76 eV

# 11
Molecular formula: CCl6NP
Method: DFT, ωB97M-V/def2-TZVPD

Last column: Mulliken charge in e.
CARTESIAN COORDINATES (ANGSTROEM)
Cl  -1.60  2.74  -0.54  -0.113
N  -0.43  1.59  -0.01  -0.304
P  -0.61  0.09  -0.22  0.775
Cl  -2.01  -0.84  1.02  -0.182
Cl  -0.83  -0.78  -1.99  -0.139
C  1.00  -0.56  0.30  0.195
Cl  0.95  -2.35  0.23  -0.089
Cl  2.25  0.13  -0.71  -0.067
Cl  1.28  -0.01  1.93  -0.077

F_max: 1.80 eV/Å
E_LUMO: -0.2 eV
SMILES: ClN=P(Cl)(Cl)C(Cl)(Cl)Cl
Relative energy (zero: lowest compared OMol25 entry of this formula, charge and spin): 1.375 eV
Total energy: -86950.056 eV
HOMO-LUMO gap: 9.51 eV

# 12
Molecular formula: CClF2O2S
Method: DFT, ωB97M-V/def2-TZVPD

Last column: Mulliken charge in e.
CARTESIAN COORDINATES (ANGSTROEM)
C  0.37  -0.43  1.08  -0.076
O  -0.83  -0.14  -2.54  -0.423
O  -0.29  2.07  -1.84  -0.480
F  -0.48  -0.16  2.15  -0.224
F  1.53  0.10  1.64  -0.243
S  -0.89  0.78  -1.46  0.698
Cl  0.59  -2.20  0.96  -0.252

F_max: 2.46 eV/Å
E_LUMO (alpha / beta): 3.3 / 3.3 eV
Charge: -1
Relative energy (zero: lowest compared OMol25 entry of this formula, charge and spin): 1.483 eV
Total energy: -33924.657 eV
HOMO-LUMO gap (alpha / beta): 6.73 / 6.73 eV

- The highest relative energy (zero: lowest compared OMol25 entry of this formula, charge and spin) belongs to which entry?
  CCl4FOP